Below is a 17-piece molecular cluster, C31H100N18O21 overall at a distorted geometry, with properties calculated with ωB97M-V with the def2-TZVPD basis set.

HOMO (eV): -8.12
ΔE to the lowest compared entry with this formula, charge and spin (kJ/mol): 409.6
LUMO (eV): -0.516
Strongest force on any atom (eV Å⁻¹): 7.11
Spin multiplicity: 1

XYZ file:
```
170
C31H100N18O21 ωB97M-V with the def2-TZVPD basis set
C 1.624 5.947 0.558
O 1.572 6.748 -0.405
N 2.591 5.774 1.426
N 0.584 5.180 0.841
H 3.409 6.347 1.277
H 2.477 5.148 2.210
H 0.700 4.369 1.431
H -0.193 5.188 0.196
C -4.702 1.252 -1.231
O -3.633 0.840 -0.864
N -5.160 1.248 -2.453
N -5.584 1.721 -0.400
H -4.632 0.818 -3.199
H -6.088 1.594 -2.650
H -6.553 1.831 -0.662
H -5.206 1.712 0.536
C 0.931 2.926 3.603
O 1.485 3.920 3.211
N 0.546 2.886 4.831
N 0.651 1.865 2.915
H 0.801 3.519 5.576
H -0.228 2.239 4.877
H 0.118 1.078 3.257
H 1.088 1.808 2.006
C 3.849 -2.186 -1.402
O 4.928 -2.711 -1.666
N 3.734 -1.370 -0.419
N 2.704 -2.302 -2.005
H 4.571 -1.174 0.112
H 2.816 -1.042 -0.154
H 2.761 -2.639 -2.955
H 1.839 -1.951 -1.620
C -0.323 5.127 -3.023
O 0.050 4.025 -2.638
N -0.236 6.323 -2.423
N -0.993 5.257 -4.085
H 0.211 6.380 -1.519
H -0.816 7.111 -2.672
H -1.155 6.192 -4.430
H -1.105 4.451 -4.682
C -4.608 -2.029 1.145
O -5.040 -1.065 1.725
N -4.109 -2.175 -0.061
N -4.426 -3.219 1.653
H -3.914 -3.133 -0.318
H -3.911 -1.376 -0.646
H -3.756 -3.799 1.169
H -4.720 -3.406 2.601
C 6.902 1.341 0.190
O 6.328 2.436 0.217
N 7.898 1.022 -0.536
N 6.507 0.232 0.775
H 8.333 1.656 -1.192
H 8.195 0.061 -0.443
H 5.612 0.164 1.238
H 7.093 -0.588 0.710
C 8.259 -8.057 5.133
O 7.771 -6.863 4.574
C 7.322 -5.920 5.515
C 6.607 -4.673 4.897
N 5.770 -5.033 3.734
C 5.086 -3.910 3.128
C 4.123 -4.409 1.997
O 4.838 -5.122 0.985
C 4.093 -5.764 -0.054
H 7.535 -8.815 5.433
H 8.835 -7.882 6.042
H 8.996 -8.533 4.487
H 8.179 -5.536 6.069
H 6.582 -6.413 6.146
H 7.443 -4.069 4.545
H 5.992 -4.194 5.659
H 6.395 -5.393 3.027
H 5.852 -3.212 2.791
H 4.539 -3.327 3.870
H 3.686 -3.485 1.617
H 3.344 -5.143 2.203
H 3.465 -6.484 0.470
H 4.800 -6.263 -0.717
H 3.483 -5.110 -0.677
C 0.227 -4.746 0.800
O 0.209 -3.324 0.685
C -0.931 -2.967 -0.129
C -1.096 -1.484 -0.297
N 0.233 -0.933 -0.684
C 0.161 0.483 -1.217
C 1.409 1.227 -0.883
O 1.935 0.883 0.409
C 3.034 1.661 0.603
H -0.454 -5.258 0.119
H -0.144 -5.017 1.788
H 1.243 -5.103 0.633
H -1.817 -3.386 0.349
H -0.850 -3.506 -1.074
H -1.453 -1.084 0.653
H -1.842 -1.388 -1.086
H 0.795 -0.824 0.148
H -0.761 0.904 -0.815
H 0.024 0.411 -2.296
H 1.302 2.308 -0.968
H 2.145 1.031 -1.663
H 3.512 1.337 1.528
H 2.799 2.709 0.788
H 3.749 1.613 -0.218
C -1.076 7.147 5.614
O -0.030 7.951 5.066
C 0.355 7.501 3.798
C -0.561 7.895 2.636
N -1.498 6.828 2.233
C -2.347 7.183 1.025
C -3.059 5.997 0.490
O -2.050 5.060 -0.084
C -2.682 3.819 -0.403
H -1.926 7.071 4.935
H -1.509 7.624 6.493
H -0.807 6.122 5.869
H 0.668 6.464 3.681
H 1.270 8.057 3.597
H 0.031 8.070 1.737
H -1.130 8.760 2.975
H -1.029 5.972 1.975
H -1.767 7.564 0.185
H -2.966 8.007 1.380
H -3.700 6.313 -0.333
H -3.618 5.542 1.307
H -1.985 2.982 -0.435
H -3.327 3.916 -1.277
H -3.325 3.559 0.437
C -3.098 -0.147 -4.743
O -4.127 -1.023 -4.133
C -3.687 -2.364 -3.830
C -4.930 -3.335 -3.665
N -5.661 -3.533 -4.928
C -6.666 -2.477 -5.118
C -7.400 -2.666 -6.433
O -8.325 -1.657 -6.742
C -9.488 -1.580 -5.932
H -3.522 0.619 -5.392
H -2.299 -0.709 -5.226
H -2.518 0.411 -4.007
H -3.039 -2.201 -2.969
H -3.011 -2.829 -4.547
H -5.498 -3.018 -2.790
H -4.522 -4.302 -3.370
H -4.861 -3.343 -5.514
H -6.052 -1.577 -5.144
H -7.265 -2.222 -4.244
H -7.862 -3.649 -6.524
H -6.622 -2.669 -7.195
H -10.067 -2.482 -6.131
H -10.162 -0.792 -6.269
H -9.385 -1.481 -4.851
O -3.219 -5.642 1.353
H -3.907 -5.984 1.924
H -2.833 -6.420 0.949
O -0.290 -2.244 -3.445
H -0.785 -3.057 -3.348
H 0.102 -2.097 -2.585
O 1.244 2.018 -4.219
H 1.976 2.517 -4.581
H 0.759 2.653 -3.691
O 3.792 -0.983 3.101
H 4.007 -0.539 3.922
H 2.837 -0.943 3.050
O 0.987 -1.246 2.434
H 0.302 -0.897 1.863
H 0.786 -2.179 2.506
O -1.748 -4.635 -3.235
H -2.131 -5.300 -2.663
H -1.988 -4.912 -4.119
```